The molecule C7H12BrNO. Source: OMol25; level of theory: wB97M-V/def2-TZVPD.

For the frontier orbital gap, the calculation gives 0.3191 Eh. As for the net charge: 0. The value obtained for the energy is -2977.803705 hartree. The LUMO energy is 0.5 eV. The energy above the lowest of the compared OMol25 structures with the same formula, charge and spin is 78.85 kcal/mol. For the molecular weight, the calculation gives 206.1 g/mol. Its SMILES is CO[C@H](N=C=CBr)C(C)C.

Element x y z (Å)
C: -1.20487 1.34842 1.00568
C: -0.71584 -2.43122 0.15706
C: 1.64915 -1.44472 0.57385
C: 0.71771 2.05674 -1.51668
C: -1.72541 2.27642 1.78092
C: 0.43803 -1.50638 -0.46869
C: -0.33690 -0.09162 -0.81270
N: -0.78455 0.38176 0.44265
O: 0.85321 0.73989 -1.10754
Br: -0.47479 3.32051 2.73435
H: -1.52472 -2.62184 -0.55277
H: -1.17563 -1.93109 1.09814
H: -0.37474 -3.43749 0.35098
H: 1.50899 -0.79311 1.46808
H: 2.50704 -1.09145 0.05773
H: 1.68393 -2.49467 0.84341
H: 0.43984 2.78661 -0.73918
H: -0.00475 2.13839 -2.35350
H: 1.65363 2.34086 -1.89343
H: -2.77371 2.76970 1.79426
H: 0.83705 -2.05028 -1.29131
H: -1.19267 -0.26541 -1.57131

natural (NBO) atomic charge list, values in e, 6 entries: number 1, C, carries 0.45; number 2, C, carries -0.64; number 3, C, carries -0.61; number 4, C, carries -0.24; number 5, C, carries -0.56; number 6, C, carries -0.19

---

The ion C7H12Cl2N3S with charge +1. Source: OMol25; level of theory: wB97M-V/def2-TZVPD.

For the frontier orbital gap (alpha / beta), the calculation gives 0.2549 / 0.2547 Eh. As for the net charge: +1. The value obtained for the energy is -1756.358848 hartree. The LUMO energy (alpha / beta) is -4.8 / -4.8 eV. The energy above the lowest of the compared OMol25 structures with the same formula, charge and spin is 10.17 kcal/mol. For the molecular weight, the calculation gives 241.2 g/mol.

Element x y z (Å)
C: -0.64458 2.15112 0.47574
C: 2.14904 0.49936 1.00271
C: -0.24891 2.70846 -1.76023
C: 0.97767 0.95356 1.82541
C: -0.36152 -3.18677 -0.55778
C: -1.57039 -2.21504 -0.59037
C: -1.12153 -0.80045 -0.16284
N: 2.90285 -0.40761 1.39068
N: -0.27010 1.81186 -0.80659
N: -0.03540 1.74784 1.65036
S: -0.31388 0.07164 -1.54700
Cl: -0.19462 2.32596 -3.36995
Cl: 2.58576 1.51041 -0.30353
H: -1.19305 3.12000 0.65132
H: -0.13738 3.79433 -1.52426
H: 1.27681 0.76282 2.86980
H: -0.10623 -3.80333 0.33686
H: -0.51843 -3.84304 -1.44628
H: 0.40860 -2.55735 -0.95658
H: -2.42050 -2.45303 0.00797
H: -1.94917 -2.31300 -1.63350
H: -1.98289 -0.19775 0.31534
H: -0.46564 -1.06169 0.66899
H: 3.79836 -0.52488 1.00371
H: -0.56488 1.90657 2.46002

natural (NBO) atomic charge list, values in e, 6 entries: number 1, C, carries -0.07; number 2, C, carries 0.17; number 3, C, carries 0.06; number 4, C, carries -0.02; number 5, C, carries -0.63; number 6, C, carries -0.41

---

A cluster of 2 separate species, C7H12Cl2O2S in total. Source: OMol25; level of theory: wB97M-V/def2-TZVPD.

For the frontier orbital gap, the calculation gives 0.3466 Eh. As for the net charge: 0. The value obtained for the energy is -1742.898256 hartree. The LUMO energy is 0.5 eV. For the molecular weight, the calculation gives 231.1 g/mol. Its SMILES is CC(C)C(O)=S.OCC=C(Cl)Cl.

Element x y z (Å)
C: 1.20157 0.58765 -0.69011
C: -0.23575 0.84066 -1.13548
C: -0.54325 2.34113 -1.17801
C: -0.48908 0.18686 -2.47331
C: 0.78196 -2.09554 1.75058
C: -0.29089 -1.55924 2.57739
C: -1.45615 -0.91976 2.26008
H: 1.42088 -0.48502 -0.62213
H: 1.38597 1.00966 0.30598
H: 1.91362 1.04283 -1.38146
H: -0.91476 0.35400 -0.42565
H: -0.34952 2.77332 -0.19679
H: -1.59246 2.53385 -1.44601
H: 0.09722 2.84144 -1.90143
H: 0.09306 0.24881 -4.25218
H: 1.68091 -0.36289 2.26436
H: 0.45368 -2.10785 0.66562
H: 0.94270 -3.11728 2.18367
H: -0.21011 -1.74769 3.62450
O: 0.29708 0.71221 -3.41364
O: 1.92942 -1.33459 2.19488
S: -1.55973 -1.00789 -2.77305
Cl: -2.55183 -0.13948 3.42063
Cl: -2.00453 -0.59518 0.64155

natural (NBO) atomic charge list, values in e, 6 entries: number 1, C, carries -0.60; number 2, C, carries -0.37; number 3, C, carries -0.60; number 4, C, carries 0.28; number 5, C, carries -0.11; number 6, C, carries -0.26

---

The molecule C7H12ClN2O3. Source: OMol25; level of theory: wB97M-V/def2-TZVPD.

For the frontier orbital gap (alpha / beta), the calculation gives 0.2956 / 0.3270 Eh. As for the net charge: 0. The value obtained for the energy is -1069.223421 hartree. As for the spin multiplicity: 2. The LUMO energy (alpha / beta) is -0.4 / -0.8 eV. For the molecular weight, the calculation gives 207.6 g/mol.

Element x y z (Å)
C: 0.72786 -0.96853 -0.50863
C: 0.75623 0.03564 0.54326
C: 0.48243 1.48543 0.26772
O: 1.40693 2.29816 0.34326
C: 1.10505 -2.38574 -0.11839
Cl: 1.94352 -0.42767 -1.81811
C: 1.36150 -0.25981 1.87642
N: -0.78490 1.85098 0.03093
C: -1.14046 3.22890 -0.23051
H: 1.03707 -3.05177 -0.98679
H: 2.12493 -2.42883 0.28036
H: 0.42778 -2.75394 0.66383
H: 1.13958 0.54135 2.58964
H: 0.98120 -1.19931 2.29886
H: 2.45721 -0.35421 1.78098
H: -1.51598 1.16100 0.16918
H: -0.52764 3.63227 -1.04755
H: -2.19496 3.27025 -0.52110
H: -0.98562 3.85708 0.65922
C: -0.75896 -1.01449 -1.39443
H: -0.98576 -0.00875 -1.75558
H: -0.62421 -1.73076 -2.20564
N: -1.86216 -1.47373 -0.53452
O: -2.29194 -0.70106 0.30902
O: -2.27868 -2.60246 -0.69144

natural (NBO) atomic charge list, values in e, 6 entries: number 1, C, carries 0.02; number 2, C, carries 0.03; number 3, C, carries 0.60; number 4, O, carries -0.61; number 5, C, carries -0.65; number 6, Cl, carries -0.08

---

A structure of composition C7H12ClN3O2. Source: OMol25; level of theory: wB97M-V/def2-TZVPD.

For the frontier orbital gap (alpha / beta), the calculation gives 0.2451 / 0.2829 Eh. As for the net charge: +2. The value obtained for the energy is -1047.863554 hartree. The LUMO energy (alpha / beta) is -11.7 / -11.1 eV. The energy above the lowest of the compared OMol25 structures with the same formula, charge and spin is 72.45 kcal/mol. For the molecular weight, the calculation gives 205.6 g/mol.

Element x y z (Å)
C: -1.15168 0.48777 -1.43436
C: -0.86595 -0.44263 -0.48547
C: 0.17573 2.25559 -0.51577
C: 1.72456 -1.55636 -0.99064
C: -0.81326 1.60505 1.72506
C: 1.24910 -1.29483 0.36535
C: 0.09203 0.36087 1.78137
N: -0.52194 1.70885 -1.46786
N: -1.55403 -1.83762 -0.34607
N: 0.11341 -0.32160 0.47593
O: -2.32939 -2.19078 -1.16807
O: -1.14315 -2.55333 0.54638
Cl: 0.87608 3.78098 -0.60026
H: -1.94461 0.07973 -2.12643
H: 2.26647 -0.80911 -1.62136
H: 2.53119 -2.42660 -1.00147
H: 0.99705 -1.99502 -1.66755
H: -0.62575 2.31272 2.53127
H: -0.32950 2.05926 0.71834
H: -1.81564 1.58114 1.39427
H: 2.11779 -1.05697 1.01891
H: 0.82710 -2.30905 0.74390
H: -0.22531 -0.35751 2.51733
H: 1.16011 0.61428 1.85836
H: -0.81037 2.30517 -2.25115

natural (NBO) atomic charge list, values in e, 6 entries: number 1, C, carries 0.02; number 2, C, carries 0.17; number 3, C, carries 0.30; number 4, C, carries -0.70; number 5, C, carries -0.36; number 6, C, carries -0.30

---

The molecule C7H12FIO3. Source: OMol25; level of theory: wB97M-V/def2-TZVPD.

For the frontier orbital gap (alpha / beta), the calculation gives 0.3061 / 0.2833 Eh. As for the net charge: 0. The value obtained for the energy is -897.001317 hartree. The LUMO energy (alpha / beta) is 0.3 / -0.2 eV. The energy above the lowest of the compared OMol25 structures with the same formula, charge and spin is 118.98 kcal/mol. For the molecular weight, the calculation gives 290.1 g/mol.

Element x y z (Å)
C: 0.10971 -1.16310 -0.64392
C: 0.69497 0.23879 -0.92887
C: 2.14979 0.22977 0.85790
C: 1.06133 -2.04896 0.11008
C: 0.92587 -2.98587 1.20769
C: -1.61794 2.58216 -0.09063
C: -0.48553 1.17412 -1.55040
O: 1.08351 0.82035 0.23632
O: -0.33648 -1.86203 -1.74323
O: -1.64684 1.38570 -0.82641
F: 1.97416 -2.55266 -0.80699
I: 4.09360 0.53219 0.02283
H: -0.84317 -1.13004 0.02962
H: 1.47885 0.19930 -1.62426
H: 2.15538 0.53084 1.94250
H: 0.29379 -2.48870 2.07015
H: 1.80268 -3.08250 1.82208
H: 0.42043 -3.96882 0.85756
H: -1.06442 3.37842 -0.60136
H: -1.16843 2.36109 0.90067
H: -2.58576 2.70011 0.21430
H: -0.73078 0.66163 -2.63229
H: 0.01121 2.21064 -1.79078
H: 0.09786 -1.64609 -2.54404

natural (NBO) atomic charge list, values in e, 6 entries: number 1, C, carries -0.03; number 2, C, carries 0.05; number 3, C, carries -0.09; number 4, C, carries 0.50; number 5, C, carries -0.73; number 6, C, carries -0.25

---

The ion C7H12FN2OS with charge +1. Source: OMol25; level of theory: wB97M-V/def2-TZVPD.

For the frontier orbital gap, the calculation gives 0.2536 Eh. As for the net charge: +1. The value obtained for the energy is -956.422027 hartree. The LUMO energy is -5.0 eV. The energy above the lowest of the compared OMol25 structures with the same formula, charge and spin is 0.00 kcal/mol. For the molecular weight, the calculation gives 191.3 g/mol.

Element x y z (Å)
C: 1.80854 -0.55931 -0.50310
C: -2.39382 0.97448 -1.19563
C: -0.91475 1.22438 -0.98004
C: -3.17797 0.27922 -0.02477
C: -0.37664 0.40330 0.20570
C: -1.19570 -0.90755 0.33325
C: 3.40985 -0.59775 1.36929
N: 1.01692 0.19455 0.33699
N: 3.06848 -0.83716 -0.04364
O: -2.48628 -0.95004 0.36408
F: -0.54773 -2.03884 0.43544
S: 1.42644 -1.11138 -2.02084
H: -3.11270 1.81255 -1.45968
H: -2.59052 0.35085 -2.07777
H: -0.50106 1.04666 -1.96388
H: -0.80315 2.18686 -0.62063
H: -3.16555 0.85037 0.88852
H: -4.22625 -0.01743 -0.26398
H: -0.75081 0.93697 1.06129
H: 2.64864 -0.90189 2.02974
H: 4.25498 -1.32672 1.52996
H: 3.79385 0.37251 1.57819
H: 1.27077 0.24249 1.36144
H: 3.54447 -1.62715 -0.33994

natural (NBO) atomic charge list, values in e, 6 entries: number 1, C, carries 0.27; number 2, C, carries -0.45; number 3, C, carries -0.41; number 4, C, carries -0.08; number 5, C, carries -0.13; number 6, C, carries 0.99

---

The molecule C7H12IO3P. Source: OMol25; level of theory: wB97M-V/def2-TZVPD.

For the frontier orbital gap, the calculation gives 0.3516 Eh. As for the net charge: 0. The value obtained for the energy is -1138.697416 hartree. The LUMO energy is 0.3 eV. The energy above the lowest of the compared OMol25 structures with the same formula, charge and spin is 0.00 kcal/mol. For the molecular weight, the calculation gives 302.0 g/mol. Its SMILES is CCO[P@@](=O)(I)C1=CC[C@@H](O)C1.

Element x y z (Å)
C: 0.84092 -0.64041 -1.17082
C: 0.33492 -0.79935 0.04740
C: 2.03921 -1.61196 -1.24161
C: 0.89789 -1.93749 0.84139
C: 2.27846 -2.17987 0.11856
C: -2.87591 2.86754 -0.33783
C: -1.54822 2.71586 0.23242
O: -1.17901 0.65892 2.08999
O: 3.25759 -1.45345 0.78514
O: -0.91035 1.50900 -0.27632
P: -1.07747 0.18236 0.71341
I: -2.85069 -1.26768 -0.13177
H: 0.45419 0.13710 -1.85279
H: 1.65250 -2.27278 -2.06715
H: 2.95470 -1.12241 -1.57101
H: 1.03850 -1.65224 1.89680
H: 0.42624 -3.01353 0.78130
H: 2.58134 -3.19142 0.15549
H: -2.72620 2.36577 -1.27493
H: -3.75756 2.44713 0.13733
H: -3.13740 3.87627 -0.48914
H: -1.30054 2.63466 1.31578
H: -1.00162 3.52608 -0.28226
H: 3.60850 -1.77812 1.58064

natural (NBO) atomic charge list, values in e, 6 entries: number 1, C, carries -0.11; number 2, C, carries -0.42; number 3, C, carries -0.46; number 4, C, carries -0.47; number 5, C, carries 0.11; number 6, C, carries -0.65

---

A structure of composition C7H12MnO15S. Source: OMol25; level of theory: wB97M-V/def2-TZVPD.

For the frontier orbital gap (alpha / beta), the calculation gives 0.2257 / 0.2272 Eh. As for the net charge: -2. The value obtained for the energy is -2951.956418 hartree. As for the spin multiplicity: 6. The LUMO energy (alpha / beta) is 4.1 / 4.1 eV. The energy above the lowest of the compared OMol25 structures with the same formula, charge and spin is 0.00 kcal/mol. For the molecular weight, the calculation gives 423.2 g/mol.

Element x y z (Å)
Mn: 0.35077 0.52446 1.34508
O: -0.23465 0.27227 5.62000
C: -0.71113 0.31986 4.35078
O: 0.09027 0.14710 3.36851
O: -1.93168 0.38382 4.21921
H: 0.72107 0.39965 5.62618
O: -2.38280 -2.73681 0.10677
C: -2.22929 -1.47906 0.61963
O: -3.24236 -0.93573 1.06583
O: -1.01898 -1.10450 0.72648
H: -1.47102 -2.98370 -0.10132
O: -1.82864 4.18162 0.67178
C: -1.95108 2.91851 1.19417
O: -3.06616 2.59325 1.66454
O: -0.97759 2.12824 1.19600
H: -2.65923 4.56059 0.98863
O: 4.16082 0.77640 2.33136
C: 2.97492 0.62360 1.70756
O: 2.44292 -0.47450 1.42408
O: 2.26736 1.63037 1.46848
H: 4.07638 1.73961 2.45424
O: 2.18828 1.35025 -3.01950
S: 1.38746 0.46811 -2.21418
O: 0.92426 0.83152 -0.89737
O: 0.01658 0.28959 -3.11094
C: -0.91793 -0.78382 -2.85146
C: -0.74992 -1.84009 -3.95778
C: 2.05141 -1.21100 -2.13151
H: -1.88467 -0.29439 -2.91586
H: -0.74356 -1.32790 -1.92238
H: 0.24503 -2.25219 -4.09921
H: -1.10497 -1.33449 -4.85620
H: -1.38808 -2.67112 -3.64817
H: 1.89922 -1.78183 -3.04646
H: 1.55898 -1.73014 -1.31205
H: 3.13802 -1.19755 -2.06491

natural (NBO) atomic charge list, values in e, 6 entries: number 1, Mn, carries 1.65; number 2, O, carries -0.74; number 3, C, carries 0.96; number 4, O, carries -0.91; number 5, O, carries -0.69; number 6, H, carries 0.46

---

A cluster of 2 separate species, C7H12N in total. Source: OMol25; level of theory: wB97M-V/def2-TZVPD.

For the frontier orbital gap, the calculation gives 0.2870 Eh. As for the net charge: +1. The value obtained for the energy is -328.255271 hartree. The LUMO energy is -5.9 eV. The energy above the lowest of the compared OMol25 structures with the same formula, charge and spin is 108.88 kcal/mol. For the molecular weight, the calculation gives 110.2 g/mol.

Element x y z (Å)
C: -2.90944 1.77506 0.27865
C: -1.84871 1.20767 0.10061
C: 1.20803 -1.03474 -0.09180
C: 0.57717 -1.28404 -1.35712
C: -0.38509 -0.68567 -0.20465
C: -1.38224 -1.55520 0.38168
C: -0.69436 0.64693 -0.37161
N: 2.34171 1.73684 0.67227
H: -3.92509 2.25942 0.35934
H: 1.45610 -1.67919 0.72978
H: 1.89478 -0.17131 0.10198
H: 0.97834 -0.50119 -2.02670
H: 0.24885 -2.27841 -1.64972
H: -1.27697 -1.60019 1.45256
H: -1.09647 -2.62685 0.14601
H: -2.48350 -1.46160 0.13925
H: -0.11072 1.27421 -1.09203
H: 2.24101 1.89028 1.69127
H: 1.88184 2.57323 0.39637
H: 3.28475 1.51475 0.34386

natural (NBO) atomic charge list, values in e, 6 entries: number 1, C, carries 0.05; number 2, C, carries -0.17; number 3, C, carries -0.31; number 4, C, carries -0.32; number 5, C, carries -0.10; number 6, C, carries -0.66